Density functional theory data (ωB97M-V/def2-TZVPD) for a structure of composition C4H8ClO2Y.

Summary:
**DFT total energy**: -21911.72625 eV
**ΔE to the lowest compared entry with this formula, charge and spin**: 232.62 kcal/mol

```
! RIJCOSX wB97M-V def2-TZVPD def2/J DEFGRID3
* xyz 2 1
Y 4.6548 -2.0317 2.5099
Cl 4.0010 -4.7823 -0.8672
O -1.1917 0.7210 0.0108
O 0.4658 -0.2279 1.3794
C -1.3814 -0.4345 -0.7648
C -0.2445 2.0763 1.7477
C -0.2586 0.7490 0.9896
C -0.5155 -0.3963 -2.1138
H -1.1828 -1.2784 -0.1041
H -2.4251 -0.4507 -1.0786
H -0.0653 1.8029 2.7875
H 0.4081 2.8341 1.3142
H -1.2226 2.5476 1.6509
H -0.2674 0.6306 -2.3821
H 0.3497 -1.0592 -2.1144
H -1.1245 -0.7007 -2.9650
*
```

Need the Mulliken charges? In units of e they are:
1 Y 1.973
2 Cl -0.039
3 O -0.294
4 O -0.652
5 C -0.209
6 C -0.963
7 C 0.795
8 C -1.048
9 H 0.306
10 H 0.283
11 H 0.297
12 H 0.287
13 H 0.313
14 H 0.328
15 H 0.271
16 H 0.351

Density functional theory data (ωB97M-V/def2-TZVPD) for a structure of composition C4H8EuO3.

Summary:
**DFT total energy**: -29737.80059 eV
**ΔE to the lowest compared entry with this formula, charge and spin**: 0.00 kcal/mol
**<S²>**: 20.02

```
! RIJCOSX wB97M-V def2-TZVPD def2/J DEFGRID3
* xyz 1 9
Eu 1.5455 1.3832 -0.6132
O -1.5450 0.5723 -0.1315
O 1.7253 -0.5782 0.4372
O -0.3947 -0.1585 -0.4955
C 0.5843 -1.2266 0.5908
C -2.6546 -0.0760 -0.7480
C 0.5113 -2.6065 0.1184
C -3.7355 -0.1105 0.3072
H -0.3019 -3.2571 0.4387
H -4.6574 -0.5177 -0.1277
H -2.9466 0.5049 -1.6365
H -3.9207 0.9014 0.6912
H -2.4277 -1.0918 -1.1054
H 0.0181 -1.0462 1.5221
H -3.4164 -0.7322 1.1550
H 1.1550 -2.9214 -0.7036
*
```

Need the Mulliken charges? In units of e they are:
1 Eu 1.575
2 O -0.188
3 O -0.779
4 O -0.521
5 C 0.659
6 C -0.136
7 C -0.853
8 C -1.105
9 H 0.345
10 H 0.360
11 H 0.270
12 H 0.298
13 H 0.281
14 H 0.225
15 H 0.286
16 H 0.284

Density functional theory data (ωB97M-V/def2-TZVPD) for a cluster of 2 separate species, C4H8F2N3O2 in total.

Summary:
**DFT total energy**: -18266.30367 eV
**ΔE to the lowest compared entry with this formula, charge and spin**: 40.17 kcal/mol

```
! RIJCOSX wB97M-V def2-TZVPD def2/J DEFGRID3
* xyz 1 1
F -2.0338 1.6448 -0.2956
F -0.0171 2.3339 -0.7406
O -1.2032 1.8025 2.4045
O -0.2140 3.5177 1.5369
N 0.3606 -0.8281 -0.5879
N -0.7355 2.4519 1.4991
N -0.2793 -0.6192 1.6689
C -0.7990 1.7779 0.1532
C -0.1447 -0.2400 0.4348
C 1.1404 -2.0478 -0.3956
C 0.2193 -0.3670 -1.9550
H 1.7284 -1.9857 0.5190
H 1.8220 -2.1595 -1.2354
H 1.0809 0.2329 -2.2546
H -0.6630 0.0245 2.3676
H 0.4893 -2.9229 -0.3529
H -0.2194 -1.5978 1.9249
H -0.6883 0.2189 -2.0829
H 0.1565 -1.2370 -2.6083
*
```

Need the Mulliken charges? In units of e they are:
1 F -0.186
2 F -0.177
3 O -0.619
4 O -0.457
5 N 0.036
6 N 1.010
7 N -0.271
8 C 0.446
9 C 0.573
10 C -1.216
11 C -1.062
12 H 0.468
13 H 0.433
14 H 0.345
15 H 0.228
16 H 0.353
17 H 0.254
18 H 0.398
19 H 0.445

Density functional theory data (ωB97M-V/def2-TZVPD) for a cluster of 2 separate species, C4H8F2S in total.

Summary:
**DFT total energy**: -20543.78645 eV
**ΔE to the lowest compared entry with this formula, charge and spin**: 94.07 kcal/mol

```
! RIJCOSX wB97M-V def2-TZVPD def2/J DEFGRID3
* xyz 0 1
S -0.4644 -0.5305 -2.5683
F -0.1078 -1.1702 1.6894
F -1.9332 0.1408 1.5875
C 1.6838 0.6133 0.4400
C 0.2737 1.0678 0.8123
C -0.6858 -0.0617 1.0366
C -1.6578 -1.0577 -1.4130
H 2.2485 1.5102 0.3563
H -2.6804 -0.9158 -1.7527
H -0.1864 1.5308 -0.0289
H 2.0549 -0.1964 1.0376
H 0.6137 -0.7949 -1.8422
H -1.2645 -1.7928 -0.6864
H 0.2384 1.5076 1.8070
H 1.8672 0.1494 -0.4750
*
```

Need the Mulliken charges? In units of e they are:
1 S -0.093
2 F -0.281
3 F -0.280
4 C -1.141
5 C -0.133
6 C 0.248
7 C -0.617
8 H 0.331
9 H 0.345
10 H 0.250
11 H 0.359
12 H 0.064
13 H 0.339
14 H 0.300
15 H 0.310

Density functional theory data (ωB97M-V/def2-TZVPD) for an isolated molecule of C4H8FN.

Summary:
**DFT total energy**: -8482.73214 eV
**Structure (SMILES)**: NC1(CF)CC1
**ΔE to the lowest compared entry with this formula, charge and spin**: 53.17 kcal/mol

```
! RIJCOSX wB97M-V def2-TZVPD def2/J DEFGRID3
* xyz 0 1
F -0.8793 -0.1169 -1.9777
N -1.1153 -0.3351 1.2049
C 1.2934 0.3816 1.3026
C 1.3040 -0.8217 0.2886
C 0.0616 0.0163 0.3431
C -0.3553 0.7710 -0.9847
H 1.0886 -1.8760 0.7251
H 1.9796 1.1606 1.1332
H -1.4199 0.7318 1.5972
H -1.0951 1.4590 -0.5090
H 1.6804 -0.8202 -0.8217
H -1.8636 -0.6752 0.6416
H 1.0151 0.0544 2.3497
H 0.5128 1.2803 -1.4485
*
```

Need the Mulliken charges? In units of e they are:
1 F -0.292
2 N -0.681
3 C -0.784
4 C -0.524
5 C 0.603
6 C -0.571
7 H 0.228
8 H 0.311
9 H 0.311
10 H 0.265
11 H 0.236
12 H 0.293
13 H 0.281
14 H 0.325

Density functional theory data (ωB97M-V/def2-TZVPD) for a cluster of 2 separate species, C4H8FN in total.

Summary:
**DFT total energy**: -8482.70362 eV
**Structure (SMILES)**: C=CF.C=NC
**ΔE to the lowest compared entry with this formula, charge and spin**: 53.83 kcal/mol

```
! RIJCOSX wB97M-V def2-TZVPD def2/J DEFGRID3
* xyz 0 1
F 1.1805 -0.7994 -1.1632
N 0.1234 0.5582 0.8225
C 0.2413 -0.8235 -2.1025
C -1.0556 0.3552 1.2032
C -0.9139 -1.3482 -1.9032
C 1.1464 1.0719 1.6247
H 2.0018 0.3836 1.6182
H 0.5417 -0.2928 -3.0641
H 0.9196 1.2781 2.7387
H -1.7925 0.2933 0.3803
H -1.1434 -1.8036 -0.9155
H -1.3243 0.4556 2.2200
H -1.5175 -1.3598 -2.7456
H 1.5926 2.0315 1.2865
*
```

Need the Mulliken charges? In units of e they are:
1 F -0.224
2 N -0.150
3 C 0.111
4 C -0.477
5 C -0.725
6 C -0.769
7 H 0.259
8 H 0.286
9 H 0.260
10 H 0.308
11 H 0.289
12 H 0.305
13 H 0.267
14 H 0.260

Density functional theory data (ωB97M-V/def2-TZVPD) for an isolated molecule of C4H8FN.

Summary:
**DFT total energy**: -8480.71878 eV
**Structure (SMILES)**: C=C(F)CCN
**ΔE to the lowest compared entry with this formula, charge and spin**: 99.60 kcal/mol

```
! RIJCOSX wB97M-V def2-TZVPD def2/J DEFGRID3
* xyz 0 1
F 1.0986 0.8177 -0.3477
N 0.9598 -1.5846 -0.7636
C -0.6573 2.1705 0.7640
C -0.1070 0.9671 0.3232
C -0.4974 -1.6062 -0.3422
C -0.8428 -0.4784 0.6854
H 1.0533 -2.0933 -1.6678
H -0.4050 -0.9339 1.7672
H -1.3939 -1.6229 -1.2675
H -2.0173 -0.0686 0.6895
H 1.1255 -0.4592 -1.2094
H 0.0323 2.9491 0.3677
H -0.6836 -2.7917 0.0794
H -1.6902 2.4352 1.1326
*
```

Need the Mulliken charges? In units of e they are:
1 F -0.269
2 N -0.659
3 C -0.857
4 C 0.477
5 C -0.481
6 C -0.271
7 H 0.260
8 H 0.200
9 H 0.219
10 H 0.245
11 H 0.318
12 H 0.269
13 H 0.256
14 H 0.291

Density functional theory data (ωB97M-V/def2-TZVPD) for an isolated molecule of C4H8FN.

Summary:
**DFT total energy**: -8484.06485 eV
**Structure (SMILES)**: C[C@@H](F)[C@@H]1CN1
**ΔE to the lowest compared entry with this formula, charge and spin**: 22.44 kcal/mol

```
! RIJCOSX wB97M-V def2-TZVPD def2/J DEFGRID3
* xyz 0 1
F 1.5709 -0.8626 -0.9716
N -0.8135 0.9964 0.9656
C -0.6626 -1.3774 -1.1092
C 0.5923 1.2099 1.3580
C 0.4318 -0.7758 -0.2790
C 0.2130 0.6737 0.0305
H -1.2547 1.8497 0.6845
H 0.5712 -1.3533 0.6541
H -1.6793 -1.2602 -0.6613
H 0.9697 0.5381 2.1319
H -0.3822 -2.3654 -1.3271
H 0.8896 2.2493 1.3670
H -0.7066 -0.8318 -2.0396
H 0.2603 1.3093 -0.8038
*
```

Need the Mulliken charges? In units of e they are:
1 F -0.333
2 N -0.563
3 C -1.344
4 C -0.431
5 C 0.288
6 C -0.049
7 H 0.246
8 H 0.208
9 H 0.339
10 H 0.215
11 H 0.360
12 H 0.280
13 H 0.336
14 H 0.446

Density functional theory data (ωB97M-V/def2-TZVPD) for a cluster of 2 separate species, C4H8FN2 in total.

Summary:
**DFT total energy**: -9962.75117 eV
**ΔE to the lowest compared entry with this formula, charge and spin**: 22.65 kcal/mol
**<S²>**: 2.02

```
! RIJCOSX wB97M-V def2-TZVPD def2/J DEFGRID3
* xyz 1 3
F 0.4718 -2.0990 0.4018
N -1.6501 0.6394 0.2433
N -0.6855 0.8403 -1.8901
C 2.2900 -0.4832 0.0744
C -0.8761 0.4516 -0.6517
C -2.1895 0.4589 1.3719
C 0.8833 -0.8512 0.5444
H 2.4070 -0.8197 -1.0770
H 0.2223 0.7342 -2.2934
H 2.9794 -1.0405 0.6492
H -2.9101 -0.3395 1.5201
H 0.3709 -0.3935 1.3036
H -2.1851 1.2019 2.0669
H 2.3016 0.5687 0.1686
H -1.4300 1.1316 -2.4321
*
```

Need the Mulliken charges? In units of e they are:
1 F -0.259
2 N -0.056
3 N -0.291
4 C -0.805
5 C 0.528
6 C -0.329
7 C -0.461
8 H 0.253
9 H 0.244
10 H 0.362
11 H 0.296
12 H 0.666
13 H 0.344
14 H 0.282
15 H 0.228

Density functional theory data (ωB97M-V/def2-TZVPD) for an isolated molecule of C4H8FN3.

Summary:
**DFT total energy**: -11463.44577 eV
**Structure (SMILES)**: [H]/N=C/N(N)/C=C(/C)F
**ΔE to the lowest compared entry with this formula, charge and spin**: 31.24 kcal/mol

```
! RIJCOSX wB97M-V def2-TZVPD def2/J DEFGRID3
* xyz 0 1
F 0.3209 0.8305 1.6315
N -1.8923 -0.4120 1.0513
N -0.8029 0.3109 -0.8625
N -0.9904 0.8622 -2.1200
C -1.9347 0.2166 -0.0385
C 2.1840 -0.6696 1.2280
C 0.4312 -0.1843 -0.5070
C 0.9845 0.0367 0.6837
H 1.8631 -1.2321 2.1252
H -0.5714 0.2165 -2.7508
H -0.3827 1.6973 -2.2223
H -2.7608 0.7729 -0.4786
H 2.9313 0.0583 1.4565
H 2.4072 -1.4455 0.4854
H 0.9998 -0.7447 -1.2716
H -2.7872 -0.3139 1.5897
*
```

Need the Mulliken charges? In units of e they are:
1 F -0.260
2 N -0.587
3 N 0.297
4 N -0.862
5 C -0.015
6 C -1.074
7 C -0.190
8 C 0.409
9 H 0.285
10 H 0.257
11 H 0.261
12 H 0.393
13 H 0.294
14 H 0.311
15 H 0.251
16 H 0.230